No. 1
{
  "formula": "C37H39N3O4PSTi",
  "method": "wB97M-V/def2-TZVPD",
  "elements": ["Ti", "C", "C", "C", "C", "C", "H", "H", "H", "H", "H", "S", "C", "C", "C", "C", "C", "C", "N", "C", "C", "C", "C", "C", "C", "C", "H", "H", "H", "H", "H", "H", "H", "H", "O", "C", "O", "C", "C", "N", "N", "C", "C", "O", "O", "H", "H", "H", "C", "C", "C", "C", "P", "C", "C", "C", "C", "C", "C", "C", "C", "C", "C", "H", "H", "H", "H", "H", "H", "H", "H", "H", "H", "H", "H", "H", "H", "H", "H", "H", "H", "H", "H", "H", "H", "H"],
  "xyz": [[1.316, -2.740, 1.412], [1.481, -3.574, -0.652], [0.445, -2.581, -0.918], [1.053, -1.481, -1.526], [2.448, -1.784, -1.688], [2.718, -3.008, -1.124], [1.205, -4.606, -0.548], [-0.590, -2.788, -0.781], [0.582, -0.579, -1.959], [3.205, -1.181, -2.247], [3.612, -3.608, -1.067], [-1.800, -5.337, 4.066], [-2.888, -4.812, 2.876], [-4.273, -4.935, 2.883], [-5.007, -4.886, 1.687], [-4.361, -4.600, 0.505], [-2.964, -4.201, 0.504], [-2.223, -4.346, 1.693], [-0.841, -4.269, 1.830], [-0.489, -4.853, 2.998], [0.945, -4.845, 3.385], [1.483, -5.590, 4.501], [2.846, -5.737, 4.688], [3.737, -5.278, 3.724], [3.299, -4.455, 2.662], [1.920, -4.208, 2.578], [-4.722, -5.358, 3.804], [-6.065, -5.167, 1.691], [-4.882, -4.699, -0.456], [-2.448, -4.098, -0.477], [0.797, -5.948, 5.275], [3.220, -6.279, 5.527], [4.779, -5.526, 3.827], [3.987, -4.033, 1.897], [-0.347, 2.984, 4.279], [0.610, 2.029, 4.070], [1.737, 2.255, 4.458], [0.155, 0.776, 3.395], [-1.134, 0.236, 3.235], [-1.047, -0.992, 2.684], [0.238, -1.285, 2.397], [1.004, -0.232, 2.789], [2.391, -0.223, 2.232], [3.104, 0.743, 2.141], [2.639, -1.421, 1.568], [-1.242, 2.663, 4.005], [-2.066, 0.723, 3.546], [-1.806, -1.523, 2.247], [0.746, 5.243, -3.670], [1.234, 3.792, -3.417], [1.527, 3.107, -4.778], [2.583, 3.815, -2.666], [0.048, 2.660, -2.636], [0.039, 3.401, -1.038], [1.039, 2.860, -0.215], [1.207, 3.361, 1.031], [0.441, 4.479, 1.456], [-0.543, 4.972, 0.613], [-0.738, 4.473, -0.643], [-1.751, 2.765, -3.381], [-2.207, 4.076, -4.139], [-2.789, 2.458, -2.255], [-1.808, 1.556, -4.291], [1.425, 5.997, -3.300], [-0.177, 5.518, -3.126], [0.680, 5.457, -4.773], [2.165, 3.754, -5.357], [0.587, 3.015, -5.371], [1.941, 2.066, -4.690], [2.978, 2.786, -2.670], [2.496, 4.189, -1.655], [3.351, 4.436, -3.140], [1.680, 1.995, -0.533], [1.926, 2.904, 1.657], [0.648, 4.971, 2.430], [-1.197, 5.757, 0.947], [-1.536, 4.847, -1.321], [-1.935, 5.029, -3.724], [-3.347, 4.099, -4.190], [-1.866, 4.064, -5.226], [-3.327, 3.351, -1.963], [-2.369, 1.934, -1.370], [-3.450, 1.736, -2.760], [-1.052, 1.536, -5.138], [-2.816, 1.502, -4.635], [-1.591, 0.697, -3.682]],
  "atomic_forces_ev_per_a": [[-1.3, 0.9, -1.3], [-0.8, 1.0, -0.8], [1.2, -0.6, 0.0], [0.7, 0.3, -0.8], [0.2, 1.1, -0.7], [-1.0, -1.5, 0.3], [0.3, -0.4, 0.3], [-0.7, 0.1, 0.0], [0.2, -0.6, 0.6], [-0.8, -0.3, 0.8], [0.4, 0.4, -0.2], [1.0, 0.1, 0.3], [-1.5, 0.7, -1.8], [-0.1, -1.3, 0.6], [-0.1, -0.1, 0.7], [2.0, 1.0, -0.6], [-1.2, -1.3, -0.4], [-0.2, -0.2, 0.1], [0.2, -0.4, 1.1], [2.3, 1.6, -0.4], [0.6, -1.6, 1.2], [-1.1, 0.7, -0.1], [-1.0, 0.0, -0.7], [0.3, 1.1, -1.4], [0.1, -1.2, 1.3], [-0.7, -0.2, -0.6], [0.0, 0.5, -0.7], [0.4, 0.2, 0.0], [0.2, 0.3, 0.5], [-0.4, 0.2, 1.0], [0.2, -0.2, -0.2], [0.1, -0.3, 0.5], [0.3, 0.0, 0.0], [-0.4, -0.2, 0.8], [-1.1, -0.5, -0.1], [0.7, -0.1, 0.3], [-1.4, -0.4, -0.6], [-0.3, -1.2, -0.8], [0.7, 2.0, 1.0], [-0.9, 0.1, 0.0], [0.7, -1.1, -0.6], [0.3, 0.9, 0.4], [-0.9, -1.4, -1.6], [0.2, 0.0, 0.4], [0.3, 2.0, 1.7], [1.2, 0.3, 0.1], [0.2, -0.7, -0.3], [0.7, 0.2, 0.4], [-0.3, 0.4, -0.5], [0.9, 0.8, -1.6], [-0.9, -0.6, -0.4], [0.0, -0.7, -0.1], [-1.0, -1.4, -0.3], [0.2, -0.2, 0.0], [-0.3, -1.0, -0.7], [-0.5, 1.7, 1.1], [0.7, -0.4, 0.3], [0.0, 0.8, 1.0], [-0.5, -0.7, -0.9], [0.8, 1.7, 0.5], [-1.1, -1.3, -1.4], [0.7, -0.7, -0.4], [1.5, 0.2, -0.9], [0.7, 0.0, 0.2], [0.3, -0.4, -0.6], [-0.4, -0.2, 1.0], [0.6, 0.0, -0.3], [0.5, 0.1, 0.3], [-0.2, 1.1, 0.1], [0.0, 0.3, 0.4], [-0.1, -0.1, 0.2], [-0.4, 0.0, -0.4], [-0.9, 0.9, 0.2], [0.7, -0.2, 0.8], [-0.3, -0.6, -0.7], [0.0, 0.4, 0.2], [0.6, -0.2, 0.7], [0.3, 0.1, 0.4], [1.2, -0.2, 0.0], [-0.2, 0.0, 1.3], [-0.1, 0.0, 0.2], [-0.1, 0.4, -0.5], [-0.4, 0.4, 0.6], [-1.0, 0.2, 0.9], [-0.7, -0.3, -0.8], [0.0, -0.6, 0.2]],
  "s_squared": 2.029,
  "homo_energy_ev": [-2.21, -4.92],
  "spin_multiplicity": 3,
  "e_lumo_ev": [2.167, 2.165],
  "gap_ev": [4.380, 7.085],
  "total_charge": -1
}


No. 2
{
  "formula": "CH8NO5",
  "method": "wB97M-V/def2-TZVPD",
  "elements": ["N", "C", "O", "O", "H", "H", "H", "H", "O", "H", "H", "O", "H", "H", "O"],
  "xyz": [[-0.307, 0.083, 1.082], [-0.306, -0.409, -0.213], [-0.969, -1.369, -0.647], [0.657, 0.098, -0.911], [-0.791, -0.459, 1.776], [0.421, 0.734, 1.292], [-0.902, 0.572, -3.136], [0.517, 0.621, -2.415], [0.024, 0.771, -3.285], [-1.666, 2.091, 3.295], [-0.699, 2.946, 2.535], [-1.120, 2.867, 3.417], [1.905, -1.801, -0.463], [1.032, -2.663, 0.494], [1.927, -2.398, 0.300]],
  "atomic_forces_ev_per_a": [[-1.6, -0.2, 0.2], [2.9, -0.7, -2.3], [-1.1, 0.4, 1.5], [-0.2, 0.6, 0.9], [0.2, 0.2, 0.2], [0.2, -0.2, 0.2], [0.2, -0.2, 0.4], [-1.3, -0.4, -0.5], [0.7, 0.6, -0.5], [-0.2, -0.3, 0.1], [-0.3, 0.0, 0.7], [0.5, 0.2, -0.9], [-0.6, 0.1, 0.3], [-0.5, 0.2, -0.4], [1.1, -0.2, 0.1]],
  "homo_energy_ev": -4.73,
  "e_lumo_ev": 3.483,
  "gap_ev": 8.211,
  "total_charge": -1
}


No. 3
{
  "formula": "C7H22O6",
  "method": "wB97M-V/def2-TZVPD",
  "elements": ["C", "C", "C", "C", "C", "C", "C", "H", "H", "H", "H", "H", "H", "H", "H", "H", "H", "O", "H", "H", "O", "H", "H", "O", "H", "H", "O", "H", "H", "O", "H", "H", "O", "H", "H"],
  "xyz": [[-0.819, -3.046, 0.088], [-1.311, -2.248, -0.951], [-0.882, -0.844, -1.236], [0.137, -0.780, -2.115], [-1.657, 0.320, -0.665], [-1.505, 0.709, 0.591], [-2.566, 0.932, -1.711], [-1.105, -3.965, 0.511], [0.007, -2.558, 0.525], [-2.074, -2.546, -1.750], [0.615, -1.657, -2.541], [0.624, 0.197, -2.345], [-0.842, 0.165, 1.160], [-1.986, 1.533, 1.188], [-2.802, 0.420, -2.639], [-1.929, 1.974, -2.078], [-3.546, 1.189, -1.512], [1.629, -0.574, 1.986], [1.967, -1.104, 2.587], [1.844, 0.335, 2.070], [0.585, 2.537, 1.178], [0.458, 2.903, 2.003], [-0.284, 2.339, 0.916], [2.761, 1.655, 0.042], [2.057, 2.219, 0.475], [2.902, 2.314, -0.691], [3.708, -1.923, 0.451], [3.736, -1.374, -0.247], [3.044, -1.432, 0.956], [-0.183, 2.803, -1.639], [-0.350, 1.957, -1.254], [0.180, 3.307, -0.884], [-1.896, -1.161, 2.421], [-2.515, -1.355, 1.600], [-1.216, -1.821, 2.431]],
  "atomic_forces_ev_per_a": [[-1.0, 3.6, -3.4], [-1.1, -2.3, 1.2], [1.7, -1.1, -0.5], [0.2, 1.9, 0.8], [-1.0, -0.6, -1.5], [-1.0, 1.5, -0.2], [3.1, 3.0, -1.9], [-0.6, -1.2, -0.3], [0.9, 0.4, 1.0], [0.7, -0.2, 1.6], [-0.2, 0.0, 0.2], [-0.5, -0.8, -0.1], [1.5, -0.9, 1.1], [-0.1, -0.8, -1.2], [1.1, -0.9, -0.1], [-2.4, -2.8, 0.8], [-1.8, 1.1, 1.8], [-3.4, 2.2, -5.1], [2.7, -3.3, 4.9], [0.6, 1.1, 0.4], [1.7, -0.1, -1.5], [0.0, 1.5, 3.1], [-1.8, -0.8, -1.0], [-0.7, 2.5, -0.8], [0.7, -1.5, -0.1], [0.5, -1.4, 0.5], [-0.5, -2.5, 3.8], [0.7, 2.8, -4.4], [-0.1, -0.3, 0.3], [0.8, 1.7, 0.2], [0.0, -1.1, 0.4], [-0.1, -0.2, -0.7], [-2.9, -0.1, -1.6], [2.2, 0.3, 2.5], [0.4, -0.7, -0.3]],
  "smiles": "C=CC(=C)C(=C)C.O.O.O.O.O.O",
  "homo_energy_ev": -9.51,
  "e_lumo_ev": 0.098,
  "gap_ev": 9.613
}


No. 4
{
  "formula": "C7H10N2O3S",
  "method": "wB97M-V/def2-TZVPD",
  "elements": ["C", "C", "C", "C", "C", "C", "C", "N", "N", "O", "O", "O", "S", "H", "H", "H", "H", "H", "H", "H", "H", "H", "H"],
  "xyz": [[-0.486, 2.556, -0.322], [-1.160, 1.463, -0.078], [0.620, 0.108, -0.733], [1.119, -2.147, 0.043], [2.083, -3.255, -0.371], [-3.328, 0.386, -0.355], [-2.532, 1.430, 0.363], [-0.586, 0.237, -0.451], [2.613, 0.867, 0.497], [0.505, -2.075, 1.023], [3.666, 1.561, 1.120], [1.248, -1.102, -0.874], [1.884, 1.570, -0.701], [-0.586, 3.535, 0.001], [2.369, -3.041, -1.411], [1.597, -4.238, -0.188], [2.916, -3.034, 0.354], [-3.632, 0.733, -1.357], [-4.184, 0.001, 0.291], [-2.671, -0.495, -0.710], [-2.580, 1.183, 1.504], [-2.768, 2.509, 0.383], [3.892, 1.247, 1.975]],
  "atomic_forces_ev_per_a": [[-0.2, -0.5, -0.1], [2.2, -0.1, -1.4], [0.9, 0.4, 1.2], [1.7, -0.1, -1.8], [-0.4, 1.0, 0.6], [-0.8, -1.7, -1.2], [-0.6, 0.3, 3.7], [0.6, -1.0, -0.3], [2.6, -2.5, 4.4], [-1.6, 0.1, 2.1], [-0.8, 1.9, -3.1], [-0.1, 0.8, -1.0], [-1.7, 0.3, -2.1], [-0.1, 1.8, 0.2], [0.2, -0.6, 0.5], [0.6, 0.7, -0.2], [-0.4, -0.7, -0.9], [-0.6, 0.2, 0.5], [1.0, 0.5, -1.2], [-0.9, 1.2, 1.4], [0.4, 0.2, -1.7], [-1.1, -0.7, -0.5], [-0.5, -1.4, 1.0]],
  "s_squared": 2.019,
  "homo_energy_ev": [-7.07, -9.04],
  "spin_multiplicity": 3,
  "e_lumo_ev": [0.365, -0.909],
  "gap_ev": [7.433, 8.127]
}


Strongest force on any atom, record by record: 0.0554; 0.0742; 0.1268; 0.1099 hartree/bohr
Energy relative to the best compared isomer or geometry (same formula, charge and spin), record by record: 23.70; 19.95; 111.16; 74.78 kcal/mol